Entry 1:
{
  "formula": "C8H15NO6",
  "method": "ωB97M-V/def2-TZVPD",
  "elements": ["C", "C", "C", "C", "C", "C", "C", "C", "N", "O", "O", "O", "O", "O", "O", "H", "H", "H", "H", "H", "H", "H", "H", "H", "H", "H", "H", "H", "H", "H"],
  "positions_angstrom": [[1.89481, 1.36648, -1.01133], [-0.22377, -1.74569, 1.33695], [1.26142, -1.95573, 1.08426], [-0.85875, -1.09894, 0.09742], [1.09630, 0.03967, -0.68194], [1.91232, -0.56765, 0.82954], [-1.00001, 0.93554, -1.32424], [-2.00837, 1.97343, -0.60197], [-0.28473, 0.25570, -0.33531], [1.59915, 2.31350, -0.19497], [2.69546, 1.29928, -1.91523], [1.32640, -0.80879, -1.80605], [3.28543, -0.67073, 0.67793], [1.55986, 0.34051, 1.86682], [-1.28361, 2.74482, 0.31381], [-0.76843, -2.72707, 1.42438], [-0.50234, -1.19268, 2.33269], [1.71226, -2.43338, 1.92196], [1.54721, -2.62030, 0.23062], [-0.71600, -1.80775, -0.75381], [-1.96453, -0.90595, 0.45142], [-0.39664, 1.57151, -2.06561], [-1.60595, 0.19651, -1.84619], [-2.45106, 2.43874, -1.47902], [-2.70297, 1.43599, -0.05134], [-0.17417, 0.81976, 0.50604], [1.81640, -0.30480, -2.47626], [3.68285, 0.12212, 0.92033], [1.77053, 1.28532, 1.58673], [-0.65920, 3.36946, -0.12976]],
  "atomic_forces_ev_per_a": [[-1.710, 0.914, 2.544], [-0.876, -0.032, 0.586], [0.785, 0.892, -0.341], [-2.440, 0.168, 1.005], [5.677, -0.944, -0.460], [-1.572, 0.613, -1.373], [-2.995, 2.878, -1.715], [3.061, -0.748, -2.061], [1.627, -2.513, 1.899], [0.378, -0.891, -0.679], [0.552, 0.109, -1.042], [-1.854, -0.519, 1.794], [-1.835, -2.514, -0.879], [0.250, 0.379, -0.837], [0.039, 1.001, -0.415], [0.596, 0.780, -0.126], [0.946, -0.757, -1.971], [0.540, -0.124, 0.933], [-0.741, 0.679, 0.337], [-0.526, 0.893, 0.441], [1.857, -0.350, -1.502], [-0.383, -1.383, 1.317], [0.105, 0.159, -0.434], [-0.385, 0.767, 0.374], [-1.562, -0.901, 0.989], [-0.211, 0.741, 0.401], [0.358, 0.528, 0.451], [1.105, 2.366, 0.538], [-0.327, -1.245, -0.172], [-0.459, -0.946, 0.397]],
  "smiles": "O=C([O-])[C@]1(O)[N@@H+](CCO)CCCC1(O)O",
  "gap_ev": 9.29,
  "relative_energy_ev": 1.263
}

Entry 2:
{
  "formula": "C2H8N2O4P",
  "method": "ωB97M-V/def2-TZVPD",
  "elements": ["C", "C", "N", "N", "O", "O", "O", "O", "P", "H", "H", "H", "H", "H", "H", "H", "H"],
  "positions_angstrom": [[0.57156, 1.24788, 0.24074], [-0.17170, -0.04501, 0.33876], [-0.14124, 2.37369, -0.35547], [-1.34917, -0.26909, 0.99594], [1.58225, -2.02513, 1.14367], [1.53497, -1.58569, -1.32201], [-0.53589, -2.72147, -0.26184], [-0.80921, 0.12615, -1.87371], [0.60532, -1.79209, -0.18611], [1.53283, 0.96414, -0.39011], [0.99425, 1.41748, 1.33686], [-0.59232, 2.05153, -1.21778], [-0.93441, 2.56613, 0.22747], [2.03472, -1.13848, 1.08471], [-1.75904, 0.55600, 1.43053], [-2.01280, -0.93668, 0.69942], [-0.55011, -0.78936, -1.89107]],
  "atomic_forces_ev_per_a": [[2.479, -0.892, 0.655], [-1.586, -3.198, -2.701], [0.196, -0.020, 0.475], [1.740, 3.139, 0.723], [-0.337, 1.629, -0.183], [0.082, 0.212, 0.064], [-0.339, -0.270, 0.660], [-0.036, 0.717, 1.990], [0.553, 1.128, -0.240], [-2.059, 0.742, 1.081], [-0.889, 0.360, -1.926], [0.624, -0.563, 0.008], [-0.366, 0.404, 0.521], [0.037, -1.469, 0.458], [-0.167, -0.231, -0.373], [0.000, -1.227, -0.494], [0.068, -0.461, -0.719]],
  "total_charge": -1,
  "gap_ev": [8.08, 8.08],
  "relative_energy_ev": 2.702
}

Entry 3:
{
  "formula": "C23H45BBrN5O6S",
  "method": "ωB97M-V/def2-TZVPD",
  "elements": ["C", "O", "C", "C", "C", "C", "C", "C", "C", "C", "C", "C", "C", "C", "N", "C", "B", "C", "O", "O", "S", "O", "O", "C", "Br", "C", "C", "C", "C", "N", "C", "N", "N", "C", "O", "C", "N", "H", "H", "H", "H", "H", "H", "H", "H", "H", "H", "H", "H", "H", "H", "H", "H", "H", "H", "H", "H", "H", "H", "H", "H", "H", "H", "H", "H", "H", "H", "H", "H", "H", "H", "H", "H", "H", "H", "H", "H", "H", "H", "H", "H", "H"],
  "positions_angstrom": [[-4.06231, -0.68160, 3.84501], [-4.02010, -2.11441, 3.64073], [-2.77170, -2.69543, 4.09796], [-1.71581, -3.03584, 2.93223], [-2.36417, -3.27766, 1.48292], [-1.31231, -3.16612, 0.26710], [-0.20202, -4.36456, 0.25744], [0.21442, -4.58909, -1.28241], [1.72021, -4.14874, -1.64827], [2.10256, -2.64629, -1.16580], [2.56036, -1.70104, -2.38287], [3.95066, -0.92450, -2.16427], [4.00273, 0.08140, -0.91481], [3.02172, 1.38943, -1.04690], [2.73822, 1.47511, -2.54009], [3.82706, 2.72723, -0.70609], [4.56811, 2.83622, 0.73433], [4.80625, 4.33514, 1.39243], [5.04272, 1.73807, 1.54442], [3.09172, 3.98431, -0.90979], [1.66518, 4.02083, -0.02688], [1.21809, 5.44908, 0.15857], [0.55085, 3.23399, -1.02162], [0.35641, 1.86000, -0.60726], [-0.50580, 0.85892, -2.14071], [-0.73627, 1.87284, 0.57180], [-2.26443, 2.03111, 0.11667], [-2.58595, 3.31549, -0.79824], [-4.14965, 3.36435, -1.20511], [-4.49790, 2.54605, -2.40401], [-4.83570, 1.15754, -2.06125], [-4.38160, 0.12478, -2.77134], [-5.69226, 0.82472, -0.86641], [1.69938, 1.04811, -0.23244], [1.84745, 1.02375, 1.24014], [1.68379, -0.28181, 1.74575], [1.39753, -1.46102, 1.84669], [-3.37062, -0.15953, 3.09423], [-3.79033, -0.42546, 4.93542], [-5.14933, -0.33800, 3.69123], [-2.26792, -1.94182, 4.80560], [-3.03910, -3.62223, 4.71812], [-1.17273, -4.01562, 3.21860], [-1.00052, -2.14622, 2.84076], [-2.84252, -4.33016, 1.44072], [-3.21233, -2.53688, 1.26481], [-1.94882, -3.16821, -0.70312], [-0.79208, -2.13340, 0.29204], [-0.72812, -5.27657, 0.73698], [0.70426, -4.00399, 0.87106], [-0.52619, -4.11664, -2.03242], [0.14850, -5.73241, -1.48080], [2.47966, -4.93388, -1.27087], [1.79346, -4.18584, -2.80356], [2.85260, -2.72317, -0.30355], [1.11404, -2.19268, -0.75869], [1.74656, -0.92183, -2.57121], [2.66782, -2.30200, -3.36268], [4.73265, -1.75368, -1.92615], [4.33381, -0.46761, -3.15924], [5.11732, 0.39229, -0.81177], [3.77792, -0.53870, 0.02644], [2.17480, 2.31174, -2.75631], [3.64787, 1.66090, -3.01555], [4.68449, 2.77883, -1.49216], [3.95278, 4.52233, 2.15038], [4.82835, 5.16869, 0.61307], [5.78446, 4.33593, 2.01208], [5.64071, 2.12652, 2.22731], [-0.70628, 0.93303, 1.25189], [-0.51521, 2.76010, 1.28792], [-2.86573, 2.20260, 1.09878], [-2.72962, 1.06213, -0.32165], [-2.25300, 4.28282, -0.25192], [-1.99006, 3.32112, -1.79125], [-4.37563, 4.47641, -1.45074], [-4.75671, 3.12401, -0.26547], [-3.67124, 2.56967, -3.03669], [-4.70484, -0.76617, -2.36835], [-4.99821, 0.61434, -0.11497], [-6.18698, -0.06535, -1.01413], [1.44460, -0.05580, -0.49180]],
  "atomic_forces_ev_per_a": [[-0.487, 0.071, 0.127], [0.850, 0.791, 0.597], [0.501, -0.057, 0.393], [-0.496, -0.078, -0.516], [-0.063, -0.126, -0.303], [-0.366, 0.007, 0.476], [-1.067, 1.537, -0.657], [0.604, -1.455, -0.021], [-0.170, -0.015, -0.665], [-0.921, -0.385, -0.312], [0.317, 0.470, -0.291], [0.444, -1.104, 0.097], [0.807, -0.190, -0.089], [1.356, -0.262, -1.273], [-0.130, 0.670, 0.590], [0.952, -1.127, 0.774], [0.828, 0.085, 2.249], [0.211, -0.346, 0.186], [-0.185, 2.176, -1.435], [-1.691, -0.201, -0.343], [-0.202, 2.192, 1.514], [1.242, -3.657, -1.554], [0.912, -0.077, -0.164], [-0.849, -0.424, 1.213], [0.732, 0.676, 0.621], [-0.669, -0.175, 0.866], [-0.769, 0.515, 0.474], [0.072, -0.183, -0.504], [0.692, 2.050, 0.992], [0.162, -2.224, 2.052], [0.931, -3.126, -1.161], [-0.800, 3.066, 1.083], [1.596, 1.057, -0.178], [-1.379, -1.756, -1.348], [0.253, -3.053, 1.221], [-1.287, -2.221, -1.993], [1.689, 6.156, 0.081], [-0.873, -0.491, 1.133], [-0.186, -0.261, -1.655], [1.689, -0.577, 0.039], [-0.654, -1.186, -0.846], [0.336, 1.222, -1.043], [-0.516, 1.836, -0.327], [-0.728, -1.479, 0.160], [0.696, 1.599, 0.094], [1.207, -0.955, 0.557], [1.165, -0.216, 1.501], [-0.751, -1.554, 0.055], [1.172, 1.311, -0.862], [-1.426, -0.840, -0.808], [1.153, -0.496, 1.414], [0.139, 1.835, 0.154], [-1.238, 1.325, -0.369], [-0.062, 0.039, 1.814], [-0.978, 0.371, -1.281], [1.755, -0.741, -0.386], [1.142, -1.102, 0.138], [-0.177, 0.798, 1.595], [-1.165, 1.383, -0.249], [-0.866, -0.538, 1.758], [-1.930, -0.227, -0.064], [0.212, 1.132, -1.271], [0.218, -0.478, 0.323], [-0.923, -0.382, 0.639], [-1.467, -0.074, 1.249], [1.213, -0.126, -1.229], [-0.069, -1.046, 1.257], [-1.482, 0.152, -0.980], [-0.844, -0.545, -0.630], [0.247, 1.369, -1.397], [-0.083, -1.376, -1.316], [1.055, -0.261, -1.464], [1.168, 1.594, 0.453], [-0.738, -1.596, -0.750], [-0.797, -0.170, 1.663], [0.254, -1.865, 0.319], [0.530, 0.036, -1.653], [-1.070, -0.488, 0.434], [0.031, 0.688, -0.186], [-0.891, 0.412, -0.535], [0.438, 0.669, -0.360], [0.473, 2.022, 0.118]],
  "gap_ev": 9.04,
  "relative_energy_ev": 5.130
}

Entry 4:
{
  "formula": "C27H34F13NO12",
  "method": "ωB97M-V/def2-TZVPD",
  "elements": ["C", "C", "O", "C", "N", "C", "C", "O", "C", "C", "F", "C", "O", "C", "C", "C", "O", "H", "H", "H", "H", "H", "H", "H", "H", "H", "H", "H", "H", "H", "H", "C", "C", "O", "C", "O", "C", "F", "F", "F", "H", "H", "H", "H", "H", "C", "C", "O", "C", "O", "C", "F", "F", "F", "H", "H", "H", "H", "H", "C", "C", "O", "C", "O", "C", "F", "F", "F", "H", "H", "H", "H", "H", "C", "C", "O", "C", "O", "C", "F", "F", "F", "H", "H", "H", "H", "H"],
  "positions_angstrom": [[1.57991, -2.21218, 2.11828], [1.26951, -1.32037, 0.91403], [1.21921, 0.06846, 1.25771], [2.27715, -1.53766, -0.20785], [2.00608, -0.73067, -1.38241], [2.66388, 0.56854, -1.49587], [1.68152, 1.72517, -1.31763], [0.46788, 1.47824, -2.04980], [-0.55848, 0.97251, -1.35784], [-1.15743, -0.15566, -1.74376], [-0.72428, -0.85124, -2.80044], [-2.29200, -0.76978, -1.01733], [-2.65010, -1.89235, -1.28052], [-2.92500, 0.04212, 0.04727], [-2.37018, 1.17884, 0.42959], [-1.11874, 1.69935, -0.17835], [-0.60253, 2.69928, 0.25951], [1.90650, -1.61640, 2.97425], [2.38848, -2.90816, 1.89364], [0.71017, -2.78486, 2.43384], [0.28521, -1.57584, 0.51068], [1.44880, 0.16612, 2.18481], [2.17863, -2.58769, -0.49489], [3.29605, -1.40968, 0.18903], [2.20549, -1.26409, -2.21285], [3.19610, 0.63793, -2.44425], [3.41467, 0.69139, -0.70592], [2.09514, 2.65311, -1.71206], [1.47791, 1.86951, -0.26467], [-3.83865, -0.33684, 0.47807], [-2.79978, 1.80389, 1.20046], [0.41428, 4.48279, 2.71420], [1.35909, 4.07527, 3.81814], [1.39261, 5.05065, 4.88964], [0.40112, 4.98888, 5.75975], [-0.50655, 4.21183, 5.78256], [0.59073, 6.07988, 6.84100], [0.88372, 7.26442, 6.29655], [1.59777, 5.73541, 7.65698], [-0.51182, 6.21136, 7.56831], [0.67878, 5.47080, 2.33479], [0.46591, 3.76842, 1.89548], [-0.61532, 4.51578, 3.06880], [2.38728, 4.03273, 3.46530], [1.09434, 3.10574, 4.24018], [-7.86444, 4.44779, -1.72839], [-6.66686, 4.97227, -0.97077], [-6.48978, 4.27027, 0.28460], [-5.90314, 3.09073, 0.21101], [-5.48911, 2.53491, -0.76289], [-5.75978, 2.49008, 1.62989], [-6.89177, 2.58043, 2.32595], [-4.79634, 3.13742, 2.29981], [-5.41385, 1.20626, 1.54571], [-8.76247, 4.51113, -1.11387], [-8.01551, 5.04479, -2.62739], [-7.71814, 3.41037, -2.02526], [-6.80221, 6.01061, -0.67871], [-5.74914, 4.88766, -1.55130], [-3.27744, -4.35319, -3.13109], [-2.49030, -5.51312, -3.69150], [-3.10168, -6.78588, -3.35945], [-4.12088, -7.15552, -4.11146], [-4.59114, -6.58000, -5.04743], [-4.64120, -8.53396, -3.63704], [-4.78443, -8.57502, -2.30897], [-3.77153, -9.49165, -3.99172], [-5.81458, -8.80716, -4.19521], [-3.39808, -4.45443, -2.05368], [-2.74852, -3.42231, -3.32526], [-4.26503, -4.29741, -3.58858], [-1.49955, -5.57073, -3.24649], [-2.38235, -5.45025, -4.77381], [9.92201, -3.25384, -0.78426], [9.55956, -2.17756, 0.21252], [8.59474, -1.25020, -0.34235], [7.33661, -1.65021, -0.33833], [6.89451, -2.67844, 0.08060], [6.43562, -0.54436, -0.93748], [6.93857, -0.05641, -2.07274], [6.31543, 0.46476, -0.06279], [5.22172, -1.02603, -1.18596], [10.29190, -2.80926, -1.70817], [10.70353, -3.88802, -0.36652], [9.06112, -3.87815, -1.01854], [10.41680, -1.55565, 0.45792], [9.15415, -2.59563, 1.13296]],
  "atomic_forces_ev_per_a": [[-0.009, 0.064, 0.005], [0.003, -0.096, -0.088], [-0.021, 0.030, 0.015], [-0.081, -0.085, 0.168], [0.349, -0.002, -0.143], [-0.184, 0.092, 0.451], [0.307, 0.011, -0.075], [0.074, 0.294, -0.025], [0.146, -0.112, 0.068], [-0.105, -0.321, -0.315], [-0.101, 0.175, 0.305], [0.164, 0.195, -0.101], [-0.207, -0.253, -0.005], [0.013, -0.139, -0.124], [0.037, 0.214, 0.144], [-0.142, -0.201, -0.057], [0.029, 0.300, -0.096], [0.036, -0.010, -0.001], [-0.013, -0.051, 0.002], [-0.004, -0.007, 0.025], [-0.039, 0.047, 0.003], [-0.015, 0.010, 0.016], [0.070, -0.029, -0.014], [-0.081, 0.100, -0.007], [-0.135, -0.057, -0.008], [-0.145, 0.031, -0.135], [0.052, -0.023, -0.061], [0.009, -0.011, -0.063], [-0.158, -0.060, 0.011], [-0.023, -0.104, 0.009], [0.072, 0.004, 0.074], [-0.015, 0.184, 0.115], [0.082, -0.200, -0.151], [-0.031, 0.037, 0.016], [0.044, 0.040, 0.053], [-0.020, -0.013, -0.013], [-0.018, -0.045, -0.041], [-0.003, 0.013, 0.000], [0.008, 0.008, 0.004], [-0.001, 0.001, 0.012], [0.029, -0.027, -0.027], [0.010, 0.027, 0.034], [0.004, -0.053, 0.007], [0.006, 0.054, 0.038], [-0.050, 0.041, 0.040], [-0.025, -0.094, 0.081], [0.005, 0.150, -0.150], [-0.007, -0.033, 0.021], [0.020, 0.020, 0.075], [0.000, -0.004, -0.026], [-0.015, 0.010, -0.118], [0.000, -0.006, 0.013], [0.006, 0.015, 0.027], [-0.050, -0.012, 0.084], [-0.004, 0.038, -0.018], [-0.001, 0.009, -0.004], [0.028, 0.015, -0.023], [-0.007, -0.022, 0.054], [0.001, -0.068, 0.021], [-0.154, -0.162, -0.036], [0.187, 0.177, -0.055], [-0.035, -0.025, 0.015], [0.006, -0.076, 0.025], [-0.009, 0.025, -0.012], [0.012, 0.059, -0.025], [-0.008, -0.004, 0.011], [0.004, -0.010, 0.007], [-0.004, -0.010, -0.005], [0.053, 0.046, 0.008], [0.014, 0.007, 0.031], [0.024, 0.013, -0.032], [-0.025, -0.053, 0.031], [-0.077, -0.032, -0.003], [-0.082, 0.036, -0.087], [0.155, -0.083, 0.117], [-0.035, 0.012, -0.028], [-0.019, 0.074, -0.008], [0.003, -0.028, 0.009], [0.050, -0.061, 0.033], [-0.002, 0.007, -0.013], [-0.003, 0.020, -0.002], [0.085, -0.041, -0.074], [0.037, -0.003, 0.019], [0.008, 0.000, 0.004], [0.003, -0.012, 0.037], [-0.027, 0.039, -0.032], [-0.060, -0.006, -0.035]],
  "smiles": "C[C@@H](O)CNCCOC1=C(F)C(=O)C=CC1=O.CCOC(=O)C(F)(F)F.CCOC(=O)C(F)(F)F.CCOC(=O)C(F)(F)F.CCOC(=O)C(F)(F)F",
  "gap_ev": 7.63,
  "relative_energy_ev": 0.000
}

Number 1: calculated total energy -22312.7743 eV. Number 2: calculated total energy -22664.4560 eV. Number 3: calculated total energy -125863.2625 eV. Number 4: calculated total energy -89937.5641 eV.